Model i:
C5H9N3OS | the ωB97M-V functional and the def2-TZVPD basis

Geometry as XYZ:
```
19
Properties=species:S:1:pos:R:3:lowdin_charge:R:1
C -2.19694 -1.47814 -0.49236 -0.11
C -0.77547 -1.64135 -0.16489 -0.39
C -2.31932 0.86233 -0.25955 -0.34
C -1.22134 1.24519 0.74705 0.01
C 2.84261 -0.12095 -0.33237 -0.25
N -2.86124 -0.40038 -0.41634 0.06
N -0.36047 -2.71335 0.31801 0.17
N 1.68578 -0.71629 0.24101 -0.35
O 0.41571 0.36261 -1.68888 -0.38
S 0.37187 -0.18607 -0.35025 0.85
H -2.66556 -2.33087 -0.70965 0.08
H -3.24640 1.59075 -0.09531 0.15
H -1.83810 1.30658 -1.12932 0.10
H -0.81640 2.17083 0.96318 0.05
H -1.27304 0.67280 1.58628 0.03
H 2.92400 -0.08774 -1.51672 0.11
H 3.82574 -0.71686 -0.01892 0.11
H 2.83016 0.84340 0.11903 0.05
H 0.62743 -2.65488 0.56291 0.05
```

Orbital gap (alpha / beta) (eV): 7.903 / 7.904
E_HOMO (alpha / beta) (eV): -8.50 / -8.50

***

Model ii:
C5H9N3OS | the ωB97M-V functional and the def2-TZVPD basis

Geometry as XYZ:
```
19
Properties=species:S:1:pos:R:3:lowdin_charge:R:1
C -2.58510 1.13116 0.22162 -0.15
C -2.76520 -0.20755 -0.00798 -0.07
C -0.73338 0.31063 0.10604 -0.19
C -1.14262 -2.11372 -0.26163 -0.05
C 2.65348 1.61672 0.62174 -0.15
N -1.24989 1.40752 0.35564 0.06
N 2.50382 -0.27256 -1.51534 -0.25
N -1.51397 -0.77451 -0.14890 -0.12
O 2.35117 -1.01650 0.94089 -0.42
S 1.98217 -0.05495 -0.06695 0.71
H -3.34052 1.92530 0.41791 0.11
H -3.58972 -0.79255 -0.11055 0.08
H -1.97949 -2.61945 -0.58166 0.06
H -0.28295 -2.31769 -0.89372 0.09
H -0.73556 -2.65441 0.71215 0.14
H 1.74516 1.92938 1.17452 0.04
H 3.62555 1.42938 1.08253 0.05
H 2.83269 2.43671 -0.14587 0.07
H 2.22435 0.63711 -1.90045 0.00
```

Orbital gap (alpha / beta) (eV): 8.074 / 7.783
E_HOMO (alpha / beta) (eV): -8.72 / -8.96

***

Model iii:
C5H9N3OS | the ωB97M-V functional and the def2-TZVPD basis

Geometry as XYZ:
```
19
Properties=species:S:1:pos:R:3:lowdin_charge:R:1
C -1.18761 1.57636 0.87027 -0.08
C -1.87758 0.51857 1.51257 -0.06
C -0.10707 0.92602 0.24844 -0.13
C 3.04614 1.78304 -1.85324 -0.22
C -1.56262 -1.96752 1.58604 -0.04
N -0.23301 -0.38338 0.28666 0.03
N -1.30851 -0.66278 1.10946 -0.21
N 0.88776 0.43763 -2.92079 -0.20
O 0.85350 3.03100 -2.38627 -0.40
S 1.39932 1.80842 -1.96134 0.73
H -1.30916 2.58390 1.05568 0.06
H -2.63356 0.55635 2.22416 0.09
H 3.49870 2.71909 -1.65378 0.01
H 3.58939 0.89038 -1.55717 0.03
H -1.84574 -2.72796 0.78368 0.11
H -0.59160 -2.33748 1.84750 0.08
H -2.23141 -1.99235 2.35809 0.06
H 0.75734 -0.54522 -2.54247 0.07
H 0.62900 0.41065 -3.95659 0.08
```

Orbital gap (alpha / beta) (eV): 7.721 / 7.697
E_HOMO (alpha / beta) (eV): -8.09 / -8.41

***

Most stable: model ii

***

Model i:
C6H24O6 | the ωB97M-V functional and the def2-TZVPD basis

Geometry as XYZ:
```
36
Properties=species:S:1:pos:R:3:lowdin_charge:R:1
C -4.34759 -0.06907 2.32235 -0.21
O -3.96380 -1.04633 3.21574 -0.10
H -5.42147 0.10626 2.25804 0.08
H -3.90465 0.91744 2.45907 0.08
H -4.03628 -0.35356 1.31724 0.06
H -3.13682 -0.91564 3.68545 0.08
C 1.60396 -3.42588 2.85692 -0.12
O 2.69681 -3.53642 1.93400 -0.14
H 1.28663 -4.40979 3.20236 0.08
H 1.97139 -2.74415 3.62394 0.08
H 0.77236 -2.94838 2.33872 0.07
H 2.67942 -4.45913 1.66962 0.08
C 2.97917 -1.28703 -0.44973 -0.11
O 3.22058 -0.71256 0.89804 -0.14
H 1.94651 -1.16658 -0.77717 0.06
H 3.62698 -0.85387 -1.21184 0.07
H 3.19151 -2.35414 -0.38440 0.06
H 3.21144 -1.50921 1.43365 0.02
C -1.37476 3.30494 -2.72053 -0.09
O -2.36137 2.74296 -1.76329 -0.15
H -0.46290 3.33820 -2.12428 0.07
H -1.27422 2.55956 -3.50945 0.08
H -1.53282 4.26890 -3.20418 0.08
H -3.26266 2.96209 -2.01075 0.08
C -0.82192 0.18820 0.40420 -0.12
O -0.73678 0.51579 -0.97008 -0.14
H -0.44139 0.99620 1.02905 0.09
H -1.89516 0.03865 0.52209 0.06
H -0.39099 -0.78716 0.63022 0.07
H -1.19688 1.33772 -1.15543 0.03
C 2.18876 1.72465 -2.59351 -0.18
O 1.07447 1.01221 -3.07802 -0.13
H 2.17821 2.67021 -3.13566 0.07
H 2.20664 2.02116 -1.54477 0.08
H 3.11030 1.20702 -2.85984 0.07
H 0.61733 0.66674 -2.30778 0.02
```

Orbital gap (eV): 10.223
Structure (SMILES): CO.CO.CO.CO.CO.CO
E_HOMO (eV): -9.69

***

Model ii:
C6H24O6 | the ωB97M-V functional and the def2-TZVPD basis

Geometry as XYZ:
```
36
Properties=species:S:1:pos:R:3:lowdin_charge:R:1
C 0.74664 0.20317 0.38912 -0.14
O -0.54297 -0.25697 0.02551 -0.14
H 1.05789 -0.38198 1.25256 0.07
H 1.48524 0.01344 -0.39794 0.07
H 0.75563 1.28089 0.57063 0.08
H -0.78942 0.01447 -0.86725 0.04
C 2.73572 1.97658 -2.48758 -0.16
O 2.67037 3.31453 -2.97266 -0.12
H 3.77364 1.68314 -2.31723 0.08
H 2.19092 1.89774 -1.54160 0.05
H 2.23269 1.32771 -3.19784 0.08
H 3.07942 3.89255 -2.32435 0.07
C -1.79932 -0.29524 -3.48291 -0.13
O -1.15006 0.68635 -2.67705 -0.13
H -1.17600 -1.18678 -3.48166 0.09
H -2.77088 -0.56310 -3.06160 0.07
H -1.91324 0.04183 -4.51431 0.08
H -1.73094 1.44797 -2.59255 0.09
C -4.09955 -0.87038 0.13174 -0.16
O -4.90651 -2.03397 0.22196 -0.11
H -4.48199 -0.13994 0.84254 0.08
H -3.04802 -1.05033 0.36021 0.05
H -4.15222 -0.42362 -0.87011 0.06
H -4.39633 -2.76539 -0.13444 0.07
C -1.27077 -1.08728 3.38640 -0.17
O -1.35130 -1.95361 2.27488 -0.13
H -0.25228 -0.72366 3.57300 0.07
H -1.89034 -0.19159 3.25798 0.08
H -1.59637 -1.64169 4.26342 0.08
H -0.96738 -1.50054 1.51365 0.02
C 4.03757 0.17839 2.28630 -0.16
O 3.18414 -0.59176 3.13333 -0.13
H 5.03000 0.30002 2.72438 0.08
H 4.10876 -0.31421 1.31227 0.07
H 3.59087 1.15962 2.14713 0.08
H 3.60641 -1.44636 3.25407 0.07
```

Orbital gap (eV): 10.169
Structure (SMILES): CO.CO.CO.CO.CO.CO
E_HOMO (eV): -9.67

***

Most stable: model ii

***

Model i:
C6H24O6 | the ωB97M-V functional and the def2-TZVPD basis

Geometry as XYZ:
```
36
Properties=species:S:1:pos:R:3:lowdin_charge:R:1
C 15.09011 -17.68644 7.00618 -0.11
O 16.26574 -18.17911 6.33476 -0.14
H 14.17985 -17.97658 6.48616 0.08
H 15.05569 -18.20268 7.96545 0.05
H 15.14915 -16.60735 7.13301 0.08
H 16.98797 -17.71462 6.76758 0.09
C 10.88879 -19.20523 7.24717 -0.17
O 10.80832 -18.60288 8.51913 -0.12
H 10.51244 -20.23205 7.27493 0.07
H 10.33440 -18.69117 6.45682 0.07
H 11.94063 -19.27776 6.94729 0.07
H 11.64670 -18.17727 8.72592 0.03
C 15.54714 -20.49906 3.79685 -0.19
O 16.69444 -20.24418 4.57032 -0.14
H 15.64832 -21.46679 3.29342 0.07
H 14.62369 -20.56957 4.37688 0.07
H 15.48850 -19.79020 2.96185 0.07
H 16.50405 -19.49533 5.17600 0.03
C 13.41708 -16.72285 10.44386 -0.12
O 12.85114 -16.52328 9.14792 -0.15
H 13.75561 -15.76037 10.82367 0.08
H 12.76493 -17.25618 11.14445 0.08
H 14.23800 -17.43599 10.33089 0.06
H 12.36921 -15.68181 9.19002 0.04
C 12.89981 -13.76999 7.63586 -0.14
O 11.82706 -13.93309 8.57419 -0.13
H 12.69971 -12.94644 6.94606 0.08
H 13.81444 -13.55858 8.19401 0.08
H 13.03154 -14.65335 7.01829 0.08
H 11.59689 -13.04847 8.86872 0.09
C 16.67026 -20.21735 9.19395 -0.15
O 16.08683 -19.11845 9.86370 -0.14
H 16.36183 -20.26536 8.14902 0.07
H 17.75387 -20.07559 9.12793 0.08
H 16.41770 -21.18436 9.63310 0.08
H 16.39899 -18.97970 10.75782 0.08
```

Orbital gap (eV): 10.051
Structure (SMILES): CO.CO.CO.CO.CO.CO
E_HOMO (eV): -9.56

***

Model ii:
C6H24O6 | the ωB97M-V functional and the def2-TZVPD basis

Geometry as XYZ:
```
36
Properties=species:S:1:pos:R:3:lowdin_charge:R:1
C -1.63353 2.82258 3.72103 -0.15
O -0.75352 3.80640 3.19039 -0.14
H -1.53222 1.89614 3.14217 0.07
H -1.33286 2.60767 4.74367 0.08
H -2.66056 3.19601 3.65681 0.07
H -0.89362 3.86584 2.23213 0.02
C 0.84524 -2.40414 -3.20459 -0.18
O 0.09802 -3.45299 -3.78467 -0.11
H 1.38249 -2.78932 -2.32943 0.07
H 1.60490 -1.95093 -3.84257 0.08
H 0.19124 -1.63408 -2.77827 0.07
H -0.01181 -3.27664 -4.72143 0.07
C 0.00359 0.38728 0.56827 -0.15
O 0.33304 -0.51289 -0.46410 -0.15
H 0.88323 0.99638 0.80611 0.09
H -0.75361 1.11134 0.25785 0.06
H -0.36927 -0.06953 1.48816 0.07
H 0.39864 -1.41004 -0.08323 0.05
C 4.05573 -0.86146 -1.37438 -0.18
O 2.94668 -0.32845 -2.04703 -0.12
H 4.98517 -0.38954 -1.70833 0.07
H 4.12452 -0.68468 -0.29482 0.08
H 4.15549 -1.92525 -1.61481 0.07
H 2.13299 -0.57903 -1.59130 0.03
C -0.54489 -4.18528 0.21317 -0.12
O -0.53887 -2.84488 0.69759 -0.13
H 0.35953 -4.42564 -0.35314 0.08
H -0.67735 -4.94238 0.98229 0.08
H -1.32475 -4.25339 -0.54949 0.08
H -0.64662 -2.86107 1.65147 0.09
C -2.66940 4.40257 0.77495 -0.14
O -1.52558 3.67964 0.30431 -0.13
H -3.47644 3.74594 1.10727 0.08
H -2.35451 4.96703 1.64834 0.07
H -3.03137 5.11711 0.03457 0.08
H -1.76972 3.17969 -0.47895 0.08
```

Orbital gap (eV): 10.375
Structure (SMILES): CO.CO.CO.CO.CO.CO
E_HOMO (eV): -9.92

***

Model iii:
C6H24O6 | the ωB97M-V functional and the def2-TZVPD basis

Geometry as XYZ:
```
36
Properties=species:S:1:pos:R:3:lowdin_charge:R:1
C 3.09822 -2.06783 -1.12139 -0.14
O 2.85522 -2.79883 0.09861 -0.16
H 4.01222 -1.45683 -1.01139 0.08
H 2.22422 -1.41683 -1.35039 0.06
H 3.21522 -2.89983 -1.87839 0.09
H 2.79322 -2.20783 0.87461 0.04
C -0.72678 -0.99583 -0.22039 -0.09
O -0.55078 0.16717 -1.07539 -0.16
H -0.53278 -0.75783 0.79361 0.05
H 0.02122 -1.64383 -0.54239 0.05
H -1.60078 -1.56983 -0.34439 0.07
H -1.03278 0.05617 -1.95139 0.09
C 1.14422 2.87717 -0.49839 -0.21
O 1.49422 1.69517 -1.01139 -0.07
H 1.74222 3.61717 -0.58139 0.01
H 1.19222 2.82017 0.62361 0.09
H 0.17422 3.18017 -0.61639 0.06
H 0.83522 1.08517 -0.77739 -0.01
C -2.34278 1.46117 2.05861 -0.10
O -2.46478 0.63817 3.31661 -0.14
H -2.66378 2.49917 2.35061 0.08
H -3.17678 1.22917 1.31061 0.08
H -1.33678 1.13717 1.56661 0.09
H -3.19478 0.88017 3.81361 0.01
C 2.17222 -0.27783 2.58061 -0.25
O 3.40222 -0.64983 2.34861 -0.05
H 1.71722 -0.99283 3.10161 0.04
H 1.58122 -0.11883 1.63861 0.07
H 1.86122 0.74217 3.05061 0.13
H 4.00522 0.08217 2.35461 0.10
C -3.64178 -0.56383 -3.06739 -0.18
O -2.30778 -0.71683 -3.17839 -0.13
H -3.85278 -0.24683 -2.06239 0.07
H -4.11678 -1.49983 -3.66239 0.15
H -3.74578 0.36517 -3.63639 0.08
H -2.25278 -1.65083 -3.29439 0.08
```

Orbital gap (eV): 9.780
Structure (SMILES): CO.CO.CO.CO.CO.CO
E_HOMO (eV): -9.31

***

Model iv:
C6H24O6 | the ωB97M-V functional and the def2-TZVPD basis

Geometry as XYZ:
```
36
Properties=species:S:1:pos:R:3:lowdin_charge:R:1
C -5.06767 0.24261 -0.18813 -0.12
O -5.12751 1.54202 -0.81912 -0.13
H -5.43840 -0.59443 -0.77976 0.08
H -4.00753 0.00704 -0.09479 0.06
H -5.45222 0.22788 0.83167 0.08
H -6.06071 1.76681 -0.83388 0.09
C -0.40036 -1.15995 0.34367 -0.15
O 0.38016 -0.30300 1.13974 -0.12
H -0.01750 -1.28547 -0.66914 0.09
H -0.51971 -2.14617 0.79223 0.08
H -1.42729 -0.80877 0.24275 0.06
H 0.87651 0.30457 0.58649 0.05
C 1.79934 -2.03009 3.96771 -0.16
O 0.94093 -2.48114 2.95403 -0.14
H 1.25012 -1.38323 4.65184 0.08
H 2.10780 -2.87962 4.57702 0.08
H 2.63783 -1.58754 3.42995 0.07
H 0.86531 -1.78805 2.29410 0.01
C 1.79578 1.16662 -2.64110 -0.13
O 1.64203 1.19420 -1.23992 -0.15
H 1.10264 1.85107 -3.13016 0.08
H 2.80048 1.53722 -2.84443 0.08
H 1.78200 0.12637 -2.96639 0.09
H 1.85501 2.08722 -0.95929 0.10
C 4.34037 -1.21539 0.46069 -0.21
O 4.07500 -0.73870 -0.75391 -0.11
H 4.87106 -0.48143 1.06714 0.08
H 3.31929 -1.40602 0.79110 0.08
H 4.97171 -2.08962 0.30186 0.09
H 3.30129 -0.17163 -0.71661 0.04
C -1.88489 2.17669 -1.50957 -0.16
O -2.82457 1.63569 -2.42555 -0.12
H -2.34871 2.77271 -0.72361 0.08
H -1.18153 1.49222 -1.03535 0.05
H -1.26876 2.86431 -2.08894 0.07
H -3.68737 1.55494 -2.01243 0.02
```

Orbital gap (eV): 10.133
Structure (SMILES): CO.CO.CO.CO.CO.CO
E_HOMO (eV): -9.72

***

Most stable: model i

***

Model i:
C5H4N2 | the ωB97M-V functional and the def2-TZVPD basis

Geometry as XYZ:
```
11
Properties=species:S:1:pos:R:3:lowdin_charge:R:1
C -2.85417 0.10416 0.27784 0.14
C -1.64664 -0.35966 -0.16393 -0.04
C -0.29939 -0.26112 -0.14703 -0.46
C 1.81665 -0.54415 0.25181 -0.15
C 1.69458 0.87883 0.09277 -0.04
H -3.90817 0.49710 0.26834 0.04
H 2.67643 -1.16595 0.19359 0.08
H 2.19417 1.81461 0.29391 0.09
H -0.19476 1.86398 -0.47869 0.21
N 0.68548 -1.21803 -0.13560 0.09
N 0.30969 0.94401 -0.17096 0.04
```

Orbital gap (eV): 8.436
Structure (SMILES): C#Cc1ncc[nH]1
E_HOMO (eV): -8.32

***

Model ii:
C5H4N2 | the ωB97M-V functional and the def2-TZVPD basis

Geometry as XYZ:
```
11
Properties=species:S:1:pos:R:3:lowdin_charge:R:1
C -1.90139 1.61031 -0.58988 0.10
C -1.40799 0.52556 -0.77838 -0.10
C -0.41694 -0.43946 -0.42161 -0.26
C -0.09152 -0.40376 0.91923 -0.07
N 1.21781 -0.66681 1.00505 -0.02
N 1.78544 -0.91158 -0.19219 0.04
C 0.79590 -0.79608 -1.06243 -0.12
H -2.04768 2.62666 -0.32213 0.03
H -0.71650 -0.13485 1.75870 0.13
H 1.79818 -0.45827 1.80043 0.15
H 0.98470 -0.95173 -2.11678 0.11
```

Orbital gap (eV): 9.548
Structure (SMILES): C#Cc1cn[nH]c1
E_HOMO (eV): -8.68

***

Model iii:
C5H4N2 | the ωB97M-V functional and the def2-TZVPD basis

Geometry as XYZ:
```
11
Properties=species:S:1:pos:R:3:lowdin_charge:R:1
C 2.97640 -0.22343 -0.31032 0.12
C 1.79724 -0.03461 -0.15306 -0.08
C 0.38320 0.12338 0.00130 -0.35
C -0.59331 -0.90344 -0.02667 -0.03
C -1.78640 -0.24339 0.12891 -0.10
N -1.47876 1.07258 0.23790 -0.04
N -0.17067 1.32398 0.16372 0.08
H 4.01967 -0.38308 -0.46857 0.02
H -0.42294 -1.96370 -0.14919 0.10
H -2.80749 -0.59818 0.16438 0.11
H -2.11397 1.84708 0.34972 0.15
```

Orbital gap (eV): 10.031
Structure (SMILES): C#Cc1cc[nH]n1
E_HOMO (eV): -9.08

***

Model iv:
C5H4N2 | the ωB97M-V functional and the def2-TZVPD basis

Geometry as XYZ:
```
11
Properties=species:S:1:pos:R:3:lowdin_charge:R:1
C -2.51104 -0.58597 0.56515 0.13
C -1.35186 -0.33336 0.35347 -0.07
C -0.24562 0.57586 0.15740 -0.30
N 0.99000 0.60760 0.92533 0.08
C 1.06689 0.41202 -0.52583 -0.26
C 1.59980 -0.81833 -1.06510 -0.17
N 2.13894 -1.74134 -1.51017 0.15
H -3.55407 -0.69114 0.75226 0.03
H -0.67012 1.56497 0.02022 0.14
H 1.13789 -0.28090 1.40047 0.11
H 1.39918 1.29058 -1.07322 0.14
```

Orbital gap (eV): 10.633
Structure (SMILES): C#C[C@H]1N[C@H]1C#N
E_HOMO (eV): -9.99

***

Most stable: model iii